Entry 1:
Entry from the OMol25 dataset: a molecular structure, C39H34F12N4O5Se2Ta (ωB97M-V with the def2-TZVPD basis set).

The gap between HOMO and LUMO (spin up / spin down) comes out at 0.1578 / 0.1744 hartree. As for the total energy: -8160.17051 Eh. As for the spin multiplicity: 1. As for the total charge: -1. The LUMO energy (spin up / spin down) comes out at 2.09 / 2.26 eV.

Each line ends with the Mulliken charge.
Cartesian coordinates (Å):
Ta 0.192 0.024 -0.079  2.59
C 4.833 -1.389 0.605  -1.80
C 3.409 -0.888 0.941  -0.39
N 2.461 -0.749 -0.036  1.44
N 2.939 -0.906 -1.312  -0.95
C 2.000 -0.683 -2.178  0.03
O 0.738 -0.434 -1.968  -0.90
C 2.460 -0.644 -3.618  0.43
C 3.797 -0.997 -3.965  -0.49
C 4.130 -1.170 -5.290  -0.48
C 3.172 -1.050 -6.275  -0.53
C 1.955 -0.500 -5.974  -0.70
C 1.560 -0.333 -4.662  -0.28
C 3.033 -0.617 2.316  0.87
C 3.846 -0.904 3.452  -0.69
C 3.467 -0.564 4.764  -0.71
C 2.340 0.296 4.867  -0.83
C 1.541 0.495 3.740  -0.27
N 1.849 0.032 2.488  0.76
H 5.066 -1.202 -0.428  0.33
H 4.900 -2.448 0.794  0.25
H 5.590 -0.853 1.219  0.40
H 4.527 -1.156 -3.175  0.32
H 5.193 -1.357 -5.604  0.31
H 3.400 -1.242 -7.310  0.37
H 1.295 -0.198 -6.782  0.39
H 0.548 0.031 -4.503  0.29
H 4.776 -1.490 3.238  0.28
H 4.067 -0.841 5.601  0.48
H 1.917 0.662 5.834  0.32
H 0.576 1.071 3.765  0.15
C -6.722 2.525 -0.640  -1.48
C -5.306 2.227 -0.345  0.60
C -4.499 3.164 0.308  -1.29
C -3.145 2.898 0.516  -0.28
C -2.544 1.692 0.123  0.12
N -1.180 1.559 0.471  -0.27
C -0.659 2.409 1.366  -0.63
C -1.374 2.574 2.590  0.17
C -1.184 3.656 3.428  -0.85
C -0.333 4.752 3.052  0.51
C -0.472 6.036 3.748  -1.61
C 0.441 4.542 1.916  -0.37
C 0.378 3.379 1.138  -0.13
C 1.319 2.963 0.026  1.16
O 1.363 1.572 -0.165  -0.42
C 0.890 3.707 -1.260  0.41
F 1.588 3.333 -2.338  -0.24
F 1.009 5.090 -1.075  -0.30
F -0.384 3.527 -1.563  -0.17
C 2.761 3.349 0.424  0.21
F 2.915 4.643 0.680  -0.26
F 3.706 2.984 -0.495  -0.28
F 3.048 2.658 1.551  -0.19
C -3.323 0.756 -0.564  -0.58
C -4.705 0.989 -0.623  -0.74
C -2.730 -0.421 -1.271  1.49
O -1.478 -0.649 -0.627  0.14
C -3.492 -1.786 -1.259  0.07
F -4.699 -1.730 -2.007  -0.32
F -3.828 -2.091 0.033  -0.26
F -2.718 -2.791 -1.738  -0.13
C -2.465 0.009 -2.751  0.62
F -3.594 0.521 -3.361  -0.32
F -1.547 1.011 -2.781  -0.10
F -2.002 -0.980 -3.568  -0.27
H -7.331 1.767 -1.165  0.37
H -7.268 2.862 0.277  0.31
H -6.762 3.433 -1.232  0.34
H -4.873 4.102 0.713  0.40
H -2.477 3.649 0.877  0.46
H -2.108 1.773 2.720  0.50
H -1.860 3.711 4.290  0.37
H -1.507 6.315 3.903  0.39
H -0.027 6.004 4.786  0.28
H -0.083 6.900 3.150  0.36
H 1.140 5.327 1.576  0.42
H -5.444 0.264 -1.038  0.23
O -1.590 -7.129 0.424  -0.54
C -1.776 -5.757 0.542  -1.04
C -0.443 -4.943 0.523  1.45
C 0.039 -5.027 -0.984  -0.80
O 1.128 -4.156 -1.420  -0.27
C -0.976 -3.511 0.952  -0.11
Se 0.423 -2.172 1.392  -0.08
C 0.636 -5.315 1.550  -1.43
Se 2.173 -4.041 1.538  -0.35
H -1.948 -7.681 1.118  0.34
H -2.374 -5.477 1.464  0.52
H -2.282 -5.309 -0.335  0.22
H -0.896 -4.689 -1.480  0.11
H 0.250 -6.104 -1.176  0.45
H 1.535 -4.621 -2.201  0.25
H -1.569 -3.467 1.899  0.65
H -1.666 -3.102 0.162  -0.60
H 1.090 -6.237 1.223  0.45
H 0.231 -5.448 2.549  0.38

---

Entry 2:
Entry from the OMol25 dataset: a molecular structure, C39H34MnN2O3S2Sb (ωB97M-V with the def2-TZVPD basis set).

The gap between HOMO and LUMO (spin up / spin down) comes out at 0.3247 / 0.3237 hartree. As for the total energy: -4029.32310 Eh. As for the spin multiplicity: 6. As for the total charge: +1. The LUMO energy (spin up / spin down) comes out at -2.24 / -2.33 eV. As for the expectation value of S²: 8.76.

Each line ends with the Mulliken charge.
Cartesian coordinates (Å):
Mn -0.443 0.746 0.261  0.45
O 1.490 -0.198 0.354  -0.75
C 2.199 0.082 1.603  2.53
C 1.109 0.462 2.650  0.06
O 1.362 0.376 3.828  -0.65
O 0.009 0.925 2.147  -0.67
C 2.944 -1.180 1.986  0.02
C 4.301 -1.333 1.731  -0.14
C 4.937 -2.536 2.011  -0.91
C 4.219 -3.594 2.539  -0.40
C 2.858 -3.452 2.784  -0.96
C 2.226 -2.255 2.508  -0.41
C 3.078 1.311 1.411  -0.63
C 3.863 1.751 2.475  -0.04
C 4.641 2.888 2.346  -1.02
C 4.655 3.598 1.151  -0.64
C 3.873 3.168 0.092  -0.61
C 3.075 2.038 0.225  -0.15
H 2.059 -0.722 -0.223  0.44
H 4.872 -0.513 1.316  0.38
H 5.995 -2.640 1.815  0.41
H 4.715 -4.528 2.765  0.41
H 2.293 -4.275 3.200  0.40
H 1.169 -2.147 2.718  0.47
H 3.852 1.202 3.408  0.52
H 5.250 3.214 3.179  0.45
H 5.279 4.476 1.049  0.44
H 3.891 3.702 -0.851  0.54
H 2.478 1.710 -0.617  0.47
N -3.831 1.374 0.453  -0.33
C -3.402 0.775 -0.674  0.37
S -2.369 -0.587 -0.556  -0.40
N -3.795 1.307 -1.828  -0.13
C -3.413 0.902 -3.144  0.17
C -3.589 -0.403 -3.573  -0.21
C -3.231 -0.736 -4.869  -0.72
C -2.725 0.227 -5.730  -0.44
C -2.575 1.535 -5.295  -0.72
C -2.915 1.876 -3.996  -0.08
H -3.681 0.881 1.319  0.30
H -4.589 2.040 0.432  0.19
H -4.242 2.213 -1.776  0.27
H -4.002 -1.147 -2.908  0.52
H -3.362 -1.753 -5.211  0.40
H -2.457 -0.041 -6.742  0.41
H -2.185 2.290 -5.964  0.40
H -2.784 2.888 -3.636  0.40
S -0.501 2.482 -1.379  -0.28
Sb 0.049 4.533 -0.475  1.73
C 0.389 4.454 1.577  1.13
C 1.538 4.957 2.183  -0.76
C 1.696 4.830 3.553  -0.51
C 0.712 4.217 4.314  -0.64
C -0.435 3.727 3.713  -0.79
C -0.600 3.847 2.343  -0.77
C 1.621 5.326 -1.592  0.72
C 1.828 4.805 -2.865  -0.54
C 2.880 5.280 -3.634  -0.70
C 3.722 6.260 -3.133  -0.53
C 3.511 6.784 -1.865  -0.75
C 2.458 6.321 -1.092  -0.48
C -1.688 5.663 -0.766  0.66
C -2.202 5.787 -2.055  -0.62
C -3.411 6.433 -2.251  -0.71
C -4.108 6.947 -1.164  -0.50
C -3.595 6.826 0.117  -0.72
C -2.379 6.184 0.320  -0.41
H 2.330 5.401 1.600  0.06
H 2.598 5.196 4.024  0.43
H 0.846 4.106 5.381  0.40
H -1.185 3.223 4.304  0.40
H -1.489 3.439 1.873  0.49
H 1.196 4.011 -3.247  0.42
H 3.046 4.877 -4.623  0.42
H 4.545 6.621 -3.734  0.42
H 4.163 7.553 -1.479  0.44
H 2.289 6.757 -0.117  0.47
H -1.665 5.383 -2.907  0.42
H -3.808 6.546 -3.251  0.43
H -5.050 7.455 -1.321  0.41
H -4.133 7.236 0.960  0.44
H -1.977 6.097 1.323  0.44

---

Entry 3:
Entry from the OMol25 dataset: a molecular structure, C39H34NO2P2PdS2 (ωB97M-V with the def2-TZVPD basis set).

The gap between HOMO and LUMO comes out at 0.2684 hartree. As for the total energy: -3318.59256 Eh. The energy relative to the best compared isomer or geometry (same formula, charge and spin) comes out at 0.0 kJ/mol. As for the spin multiplicity: 1. As for the total charge: +1. The LUMO energy comes out at -3.42 eV.

Each line ends with the Mulliken charge.
Cartesian coordinates (Å):
Pd 0.174 0.373 0.033  0.59
O -1.219 -2.963 0.781  -0.84
S -1.378 -1.572 0.308  0.88
C -2.518 -0.720 1.418  0.40
C -3.881 -0.959 1.424  -0.62
C -4.675 -0.357 2.391  -0.99
C -4.110 0.471 3.344  -0.78
C -2.741 0.711 3.336  -0.92
C -1.934 0.118 2.377  0.48
P -0.146 0.415 2.293  1.70
C 0.179 1.975 3.117  0.71
C 0.872 2.047 4.321  -0.61
C 1.116 3.285 4.904  -0.72
C 0.669 4.443 4.285  -0.57
C -0.019 4.371 3.077  -0.78
C -0.261 3.142 2.484  -0.50
C 0.637 -0.938 3.173  0.52
C 1.669 -1.657 2.573  -0.05
C 2.261 -2.717 3.246  -0.96
C 1.821 -3.061 4.515  -0.58
C 0.782 -2.357 5.113  -0.76
C 0.186 -1.300 4.443  -0.46
C -2.187 -1.592 -1.275  -0.14
C -3.314 -2.381 -1.456  -0.35
C -3.970 -2.343 -2.677  -1.01
C -3.487 -1.545 -3.702  -0.87
C -2.298 -0.844 -3.545  -1.14
C -1.618 -0.889 -2.335  0.06
P 0.067 -0.241 -2.169  1.66
C 0.372 0.881 -3.525  0.43
C -0.026 2.211 -3.363  -0.48
C 0.149 3.107 -4.407  -0.80
C 0.723 2.680 -5.598  -0.56
C 1.123 1.360 -5.755  -0.77
C 0.949 0.452 -4.719  -0.18
C 1.115 -1.698 -2.421  0.68
C 2.489 -1.485 -2.505  -0.47
C 3.363 -2.551 -2.617  -0.90
C 2.865 -3.852 -2.641  -0.67
C 1.500 -4.070 -2.576  -0.80
C 0.620 -2.996 -2.475  -0.44
H -4.343 -1.575 0.671  0.30
H -5.744 -0.526 2.381  0.44
H -4.735 0.946 4.090  0.44
H -2.306 1.387 4.063  0.54
H 1.233 1.147 4.802  0.45
H 1.656 3.343 5.840  0.43
H 0.859 5.406 4.743  0.41
H -0.365 5.276 2.595  0.46
H -0.800 3.081 1.544  0.36
H 1.989 -1.410 1.568  0.20
H 3.053 -3.282 2.772  0.45
H 2.278 -3.891 5.039  0.41
H 0.430 -2.637 6.097  0.43
H -0.640 -0.770 4.904  0.46
H -3.658 -3.029 -0.661  0.72
H -4.865 -2.934 -2.822  0.42
H -4.015 -1.497 -4.645  0.44
H -1.886 -0.286 -4.377  0.51
H -0.479 2.527 -2.429  0.33
H -0.162 4.137 -4.291  0.47
H 0.861 3.382 -6.411  0.41
H 1.569 1.034 -6.686  0.45
H 1.258 -0.578 -4.842  0.51
H 2.867 -0.473 -2.518  0.89
H 4.429 -2.375 -2.694  0.45
H 3.544 -4.691 -2.723  0.42
H 1.108 -5.079 -2.609  0.46
H -0.444 -3.186 -2.432  0.39
O -3.704 1.460 -0.839  -0.66
C -2.546 1.625 -0.623  0.81
N -1.380 1.799 -0.406  -0.67
C 4.016 0.528 -0.018  -1.01
S 2.446 1.212 0.514  0.46
C 2.400 2.723 -0.476  -1.01
H 4.781 1.265 0.224  0.46
H 4.043 0.300 -1.077  0.24
H 4.200 -0.379 0.556  0.32
H 2.631 2.496 -1.516  0.33
H 3.108 3.452 -0.084  0.57
H 1.390 3.122 -0.419  0.13

---

Entry 4:
Entry from the OMol25 dataset: a molecular structure, C39H35AsF6GaN4O5S2 (ωB97M-V with the def2-TZVPD basis set).

The gap between HOMO and LUMO (spin up / spin down) comes out at 0.2670 / 0.2514 hartree. As for the total energy: -7658.69412 Eh. The energy relative to the best compared isomer or geometry (same formula, charge and spin) comes out at 0.0 kJ/mol. As for the spin multiplicity: 2. The LUMO energy (spin up / spin down) comes out at -0.31 / -1.20 eV. As for the expectation value of S²: 0.79.

Each line ends with the Mulliken charge.
Cartesian coordinates (Å):
Ga -1.728 1.143 0.676  1.11
C 0.846 -4.442 -1.599  -0.72
O 0.176 -5.335 -0.716  -0.53
C 0.219 -5.154 0.629  0.26
C 0.134 -6.329 1.379  -0.52
C 0.121 -6.299 2.758  -0.47
C 0.215 -5.083 3.429  -0.99
C 0.307 -3.918 2.694  0.53
C 0.292 -3.929 1.298  -0.71
N 0.320 -2.691 0.589  0.38
C -0.584 -1.679 0.748  0.15
N -1.749 -2.065 1.297  0.29
C -2.910 -1.348 1.658  0.20
C -3.110 0.018 1.467  -0.29
C -4.333 0.545 1.905  -1.01
C -5.312 -0.247 2.480  -1.11
C -5.100 -1.610 2.642  -0.33
C -3.899 -2.152 2.242  0.86
O -3.635 -3.503 2.360  -0.57
C -3.568 -3.975 3.708  -0.81
N -0.341 -0.445 0.339  0.22
C 0.967 -0.224 -0.194  -0.64
C 1.089 -0.076 -1.699  -0.39
C 2.132 -1.013 -2.256  -0.57
C 3.280 -1.100 -1.596  -1.60
C 3.416 -0.276 -0.339  0.04
C 2.134 -0.291 0.458  0.22
O 2.396 -0.504 1.771  -0.54
C 1.499 -0.046 2.786  -0.40
H 0.951 -4.981 -2.538  0.37
H 1.843 -4.193 -1.224  0.31
H 0.278 -3.530 -1.770  0.20
H 0.072 -7.262 0.834  0.47
H 0.050 -7.226 3.313  0.40
H 0.225 -5.044 4.510  0.45
H 0.385 -2.961 3.197  0.46
H 1.174 -2.419 0.127  0.27
H -1.841 -3.053 1.481  0.34
H -4.531 1.597 1.787  0.45
H -6.249 0.199 2.789  0.46
H -5.856 -2.256 3.070  0.42
H -4.570 -4.125 4.115  0.34
H -3.026 -3.266 4.338  0.32
H -3.038 -4.925 3.687  0.24
H 0.114 -0.238 -2.155  0.52
H 1.960 -1.496 -3.212  0.61
H 4.126 -1.668 -1.965  0.47
H 4.186 -0.688 0.315  1.23
H 1.985 -0.287 3.729  0.32
H 0.528 -0.536 2.739  0.00
H 1.348 1.026 2.696  0.18
C -2.809 0.313 -2.230  -1.78
C -2.013 1.580 -2.232  0.99
C -1.934 2.351 -3.408  -1.22
C -1.313 3.560 -3.374  -1.23
C -0.742 4.037 -2.175  1.13
C -0.097 5.289 -2.090  -1.14
C 0.428 5.694 -0.898  -0.93
C 0.318 4.881 0.245  -0.51
C -0.302 3.658 0.204  0.59
S -0.468 2.696 1.671  -0.82
C -0.830 3.218 -1.037  0.03
N -1.444 1.989 -1.113  1.39
H -2.642 -0.251 -3.148  0.49
H -3.869 0.575 -2.179  0.38
H -2.579 -0.329 -1.380  0.20
H -2.408 1.981 -4.307  0.61
H -1.262 4.180 -4.262  0.50
H -0.039 5.913 -2.973  0.44
H 0.918 6.655 -0.816  0.44
H 0.708 5.236 1.191  0.49
O 8.091 2.145 -0.347  -0.48
C 7.564 1.935 -1.573  0.48
O 8.276 1.828 -2.528  -0.54
C 6.068 1.833 -1.655  0.89
C 5.463 2.191 -2.890  -1.20
C 4.075 2.086 -3.034  -0.49
C 3.271 1.647 -2.018  0.42
S 1.539 1.630 -2.275  -0.18
C 3.834 1.210 -0.692  0.77
C 5.322 1.369 -0.625  -1.69
H 7.386 2.339 0.280  0.34
H 6.092 2.515 -3.706  0.42
H 3.617 2.348 -3.980  0.52
H 3.384 1.828 0.099  0.31
H 5.787 1.053 0.304  0.43
F -3.408 2.726 0.337  -0.73
As -4.427 4.070 -0.268  2.22
F -4.080 3.474 -1.866  -0.43
F -3.002 5.043 -0.340  -0.45
F -5.400 5.339 -0.883  -0.49
F -4.685 4.537 1.367  -0.50
F -5.771 2.987 -0.176  -0.52